Record 1
A structure of composition C14H25BN6PbSi at a distorted geometry, computed with ωB97M-V with the def2-TZVPD basis set.

Geometry (Å):
C 0.66647 2.91064 -0.18092
N 0.88378 1.62612 -0.61745
N 0.97926 1.69079 -1.99965
C 0.88699 2.99798 -2.40491
C 0.67839 3.81860 -1.24902
B 1.19712 0.29157 -2.76486
N 2.33376 -0.67665 -2.19146
N 2.42427 -0.96094 -0.83046
C 3.50601 -1.76779 -0.68060
C 4.14639 -1.98247 -1.92280
C 3.36497 -1.28474 -2.85155
Pb 0.73025 0.07030 1.00099
N -0.12960 -0.56436 -2.78858
N -0.68903 -1.12025 -1.64142
C -1.84755 -1.70168 -2.04379
C -2.00894 -1.58172 -3.44141
C -0.88783 -0.87567 -3.87058
H -2.58230 -2.18212 -1.39214
H -0.57531 -0.56240 -4.86183
H -2.83486 -1.93649 -4.04786
H 1.49983 0.55121 -3.91802
H 3.48647 -1.15093 -3.93261
H 1.01049 3.20696 -3.50953
H 5.05084 -2.56367 -2.10575
H 0.53990 4.92533 -1.14620
H 3.83280 -2.19023 0.27085
H 0.50925 3.07091 0.89471
H 0.22215 -2.21477 0.68139
C 0.71290 -2.40023 1.59919
H 1.47671 -3.03511 1.23873
H 1.38944 -1.80804 2.23009
H -0.10342 -2.62646 2.23110
C -0.95944 2.23998 3.20196
Si -1.76621 0.59635 2.78802
C -1.10052 -0.68106 3.99471
C -3.62511 0.70646 2.88580
C -1.48014 0.09252 1.01260
H -1.29128 2.48884 4.22055
H -1.29873 3.03337 2.52186
H 0.14136 2.22865 3.18886
H -1.42891 -0.33705 4.98409
H -1.53674 -1.67391 3.82670
H -0.00625 -0.77805 4.02623
H -3.99586 1.45027 2.16931
H -4.07406 -0.26691 2.65015
H -3.89313 1.00562 3.90354
H -1.72271 0.81624 0.21429
H -1.83187 -0.89499 0.65767

Values from the calculation:
HOMO-LUMO gap (alpha / beta) (eV): 5.919 / 4.334
E_HOMO (alpha / beta) (hartree): -0.553 / -0.551
Total charge: +2
Spin multiplicity: 1
Energy (eV): -37647.4784


Record 2
A cluster of 2 separate species, C2H7N2OS in total at a distorted geometry, computed with ωB97M-V with the def2-TZVPD basis set.

Geometry (Å):
C 0.23300 0.25758 1.71228
C -0.44667 0.38663 -2.88152
N 1.26707 -0.33586 1.30151
N -0.35965 0.27484 2.92593
O 0.13542 1.21000 -1.82554
S -0.71746 1.79565 -0.61497
H -1.52543 0.29296 -2.76121
H -0.08962 -0.60700 -2.61521
H 0.08806 0.49988 -3.86955
H 1.79583 -1.06995 1.81523
H 1.59717 0.04655 0.37410
H -0.16391 -0.43287 3.66212
H -1.24250 0.78402 3.09865

Values from the calculation:
ΔE to the lowest compared entry with this formula, charge and spin (kJ/mol): 371.7
HOMO-LUMO gap (alpha / beta) (eV): 7.132 / 7.608
E_HOMO (alpha / beta) (hartree): -0.495 / -0.488
Total charge: +1
Spin multiplicity: 1
Energy (eV): -18039.7345


Record 3
A cluster of 3 separate species, C4H15N2O2 in total at a distorted geometry, computed with ωB97M-V with the def2-TZVPD basis set.

Geometry (Å):
N -1.87706 -1.97698 2.10081
C 0.56094 0.73069 0.08317
C 1.65887 -0.20367 0.40500
C 2.99233 0.51206 0.06806
O 4.09187 -0.37577 0.00929
C -0.59421 0.47403 -0.89827
N -1.57092 1.60787 -1.02943
H -0.88547 -1.87894 2.03019
H -2.28380 -2.53002 2.82747
H -2.45827 -1.73053 1.32182
H 0.22510 1.05859 1.10347
H 1.76840 -1.17388 -0.09775
H 1.57350 -0.40992 1.48364
H 3.09463 1.40485 0.71276
H 2.89913 0.82229 -0.97790
H 4.75237 -0.08073 -0.62445
H -0.17654 0.22435 -1.87221
H -1.13594 -0.42594 -0.48409
H -1.22527 2.17694 -1.81350
H -1.46703 2.15211 -0.17123
H -2.78446 0.51477 -1.33752
H -4.04200 -0.46881 -1.54518
O -3.11617 -0.42335 -1.29415

Values from the calculation:
ΔE to the lowest compared entry with this formula, charge and spin (kJ/mol): 557.2
HOMO-LUMO gap (eV): 4.557
E_HOMO (hartree): -0.455
Total charge: +1
Spin multiplicity: 1
Energy (eV): -11455.4826


Record 4
An isolated molecule of CH3NOS at a distorted geometry, computed with ωB97M-V with the def2-TZVPD basis set.

Geometry (Å):
C 0.16987 -0.78950 -0.21145
N -0.13804 1.71590 0.09819
O -1.30123 -0.70099 -0.39012
S -0.72457 0.37852 0.63479
H 0.32723 -1.68548 0.33537
H 0.93194 -0.61076 -1.06357
H 0.73479 1.69231 0.59679

Values from the calculation:
ΔE to the lowest compared entry with this formula, charge and spin (kJ/mol): 406.1
HOMO-LUMO gap (alpha / beta) (eV): 6.608 / 8.800
E_HOMO (alpha / beta) (hartree): -0.217 / -0.397
Total charge: 0
Spin multiplicity: 3
Energy (eV): -15451.5530


Record 5
An isolated molecule of C25H31N3O7, computed with ωB97M-V with the def2-TZVPD basis set.

Geometry (Å):
C 7.56506 1.69198 0.80604
H 7.56921 2.77884 0.82517
H 7.82221 1.28974 1.78827
H 8.28582 1.31795 0.07571
O 6.24848 1.30706 0.44319
C 6.03891 -0.02014 0.35766
O 6.90953 -0.84062 0.56499
C 4.68462 -0.38856 -0.00855
C 3.52975 0.31191 -0.31471
C 2.52966 -0.66026 -0.57405
C 3.11279 -1.91927 -0.43941
N 4.39855 -1.73040 -0.10797
H 5.08674 -2.44354 0.07991
C 2.55235 -3.27388 -0.64566
H 3.31890 -3.95381 -1.01174
H 1.72518 -3.24324 -1.35015
H 2.16720 -3.65331 0.30261
C 1.16234 -0.34250 -0.95508
C 0.06189 -0.92044 -0.40234
C 0.00409 -1.83623 0.71839
O 0.89538 -2.22173 1.44692
C -1.45369 -2.28080 0.81854
O -1.92022 -3.13352 1.54168
N -2.14054 -1.58901 -0.12310
C -3.52412 -1.83689 -0.42336
H -3.75595 -2.81222 0.01302
C -4.47958 -0.77588 0.16941
N -5.88899 -1.07693 0.07238
C -6.31414 -2.20798 0.86890
H -7.40166 -2.18745 0.94474
H -6.01920 -3.17870 0.44523
H -5.89362 -2.12190 1.86832
C -6.38617 -1.15402 -1.28296
H -6.07110 -2.06426 -1.81518
H -7.47592 -1.14012 -1.25415
H -6.04431 -0.28381 -1.84142
H -4.23890 -0.65080 1.22792
H -4.31101 0.18238 -0.33136
H -3.64496 -1.88435 -1.51105
C -1.36087 -0.58799 -0.81006
C -1.71074 0.81821 -0.35166
C -1.89549 1.08052 0.98992
C -2.23426 2.35738 1.43908
C -2.37733 3.37751 0.50833
C -2.16194 3.12984 -0.83929
C -1.81969 1.86367 -1.27884
O -1.53992 1.53765 -2.59309
C -1.65674 2.54446 -3.57209
H -2.67699 2.93407 -3.62419
H -1.40471 2.06417 -4.51614
H -0.95775 3.36470 -3.38492
H -2.26528 3.94693 -1.53490
H -2.64713 4.37656 0.80964
O -2.40123 2.48864 2.77987
C -2.74676 3.75148 3.29567
H -3.71052 4.09454 2.90576
H -1.97735 4.49926 3.07784
H -2.82235 3.61740 4.37328
H -1.78696 0.29223 1.71818
H -1.52886 -0.67097 -1.89273
O 1.08505 0.58829 -1.91942
H 0.16526 0.80628 -2.15287
C 3.33071 1.78486 -0.33425
H 4.19541 2.28697 0.08596
H 3.18206 2.12695 -1.35748
H 2.44246 2.04906 0.23792

Values from the calculation:
Structure (SMILES): COC(=O)c1[nH]c(C)c(/C(O)=C2\C(=O)C(=O)N(CCN(C)C)[C@H]2c2cc(OC)ccc2OC)c1C
ΔE to the lowest compared entry with this formula, charge and spin (kJ/mol): 51.3
HOMO-LUMO gap (eV): 8.256
E_HOMO (hartree): -0.300
Total charge: 0
Spin multiplicity: 1
Energy (eV): -45230.7232


Record 6
A structure of composition C3H4LiO3 at a distorted geometry, computed with ωB97M-V with the def2-TZVPD basis set.

Geometry (Å):
H 0.55876 -2.16688 0.69846
O -0.44873 -0.55467 -0.43432
C -1.03640 0.69834 -0.40509
O -0.97935 1.45708 0.51850
Li -1.34645 3.24542 1.23982
O -1.72793 0.89650 -1.45840
C 0.39642 -1.02693 0.69978
H 0.44404 -0.31427 1.52515
H 1.69095 0.15086 -0.61586
C 1.16114 -0.79920 -0.51295
H 1.28756 -1.58626 -1.25509

Values from the calculation:
ΔE to the lowest compared entry with this formula, charge and spin (kJ/mol): 189.2
HOMO-LUMO gap (alpha / beta) (eV): 13.065 / 8.974
E_HOMO (alpha / beta) (hartree): -0.818 / -0.816
Total charge: +2
Spin multiplicity: 2
Energy (eV): -9501.0062


Record 7
A structure of composition C40H61N10OP2SYb at a distorted geometry, computed with ωB97M-V with the def2-TZVPD basis set.

Geometry (Å):
Yb -0.44780 -0.28648 1.47972
C -4.26236 3.58627 3.73698
C -4.96060 2.46400 2.97416
N -4.46897 1.15505 3.37473
C -3.48068 0.46350 2.79605
S -2.79177 1.02493 1.31417
N -3.16534 -0.66532 3.39867
N -2.12648 -1.37898 2.91867
C -1.97514 -2.55331 3.45595
C -2.93291 -3.11037 4.46293
C -0.77911 -3.30857 3.09449
C -0.56228 -4.58224 3.62102
C 0.61909 -5.24740 3.35545
C 1.56380 -4.62193 2.55891
C 1.25990 -3.37687 2.04457
N 0.12480 -2.71633 2.28533
H -4.70760 4.54840 3.48415
H -3.20375 3.61266 3.47384
H -4.35341 3.44138 4.81364
H -4.77598 2.57273 1.90825
H -6.03525 2.48566 3.15206
H -4.79857 0.77401 4.24909
H -3.60258 -2.32398 4.78942
H -2.41342 -3.52282 5.32763
H -3.53919 -3.89986 4.01244
H -1.31989 -5.04607 4.23342
H 0.80429 -6.22748 3.77328
H 2.51478 -5.08231 2.33429
H 1.97788 -2.88238 1.40894
C 2.54322 4.79825 2.47682
N 1.48751 3.92112 1.99579
C 0.33848 4.32323 1.38332
C -0.38142 3.19199 1.13048
N 0.31037 2.10057 1.57966
C 1.43996 2.57092 2.09910
P 2.79275 1.60569 2.84724
C 1.74446 0.62716 3.97960
N 0.51224 0.17576 3.76074
C 0.08980 -0.35469 4.94834
C 1.07427 -0.22803 5.88489
N 2.11499 0.39575 5.26380
C 3.39425 0.74148 5.86385
C 2.98942 0.35374 1.52815
N 2.03548 -0.39177 0.98562
C 2.65393 -1.17650 0.05220
C 3.99009 -0.90278 0.03476
N 4.19356 0.06610 0.97206
C 5.47977 0.66362 1.29669
H 2.25223 5.83000 2.30285
H 3.47699 4.60552 1.95073
H 2.70381 4.66029 3.54449
H 0.12124 5.35791 1.18285
H -1.34504 3.09879 0.66348
H -0.89535 -0.77159 5.06751
H 1.10384 -0.51957 6.92018
H 3.46008 0.29978 6.85373
H 3.50027 1.82153 5.95336
H 4.21167 0.35600 5.25763
H 2.10300 -1.87151 -0.55968
H 4.78734 -1.30777 -0.56440
H 6.16320 0.50754 0.46658
H 5.90853 0.21107 2.19030
H 5.36547 1.73152 1.46498
O -0.47392 -0.23976 -0.85000
P -0.48684 -0.19398 -2.38247
C -2.26818 -0.34856 -2.85916
C -2.67382 -0.56064 -4.32558
C -2.86768 0.73007 -5.11917
C -3.88793 1.62912 -4.43190
C -3.38987 1.99021 -3.03757
C -3.11892 0.74631 -2.18608
C 0.22929 1.42634 -2.93236
C 0.67814 1.52928 -4.40275
C 2.16562 1.26854 -4.64986
C 3.03762 2.08187 -3.70190
C 2.70732 1.66230 -2.27526
C 1.25696 2.00151 -1.94476
C 0.50598 -1.65996 -2.91437
C -0.00998 -2.90986 -2.15663
C -0.84872 -3.80201 -3.07113
C 0.02912 -4.38653 -4.18931
C 1.12609 -3.39373 -4.60654
C 0.64845 -1.95389 -4.41741
H -2.47762 -1.28325 -2.32033
H -3.62646 -1.09826 -4.31924
H -1.95832 -1.19754 -4.84028
H -3.20545 0.47366 -6.12418
H -1.92070 1.26830 -5.21497
H -4.84830 1.11031 -4.36377
H -4.04242 2.53748 -5.01572
H -4.13124 2.60179 -2.51996
H -2.48632 2.59873 -3.13490
H -4.08220 0.30269 -1.92259
H -2.64717 1.04402 -1.25302
H -0.66940 2.04113 -2.82227
H 0.46279 2.54571 -4.74263
H 0.08912 0.84870 -5.02149
H 2.39135 1.52049 -5.68681
H 2.40592 0.21232 -4.50791
H 2.83796 3.15004 -3.82984
H 4.09280 1.91095 -3.92122
H 3.36091 2.17244 -1.55978
H 2.87405 0.58649 -2.17609
H 1.15643 3.09162 -1.95267
H 1.01764 1.65548 -0.94441
H 1.49726 -1.39410 -2.52685
H -0.58809 -2.61421 -1.27856
H 0.83829 -3.50039 -1.79761
H -1.66836 -3.21958 -3.50011
H -1.29762 -4.60663 -2.48843
H -0.59587 -4.63686 -5.04748
H 0.49175 -5.31380 -3.84792
H 1.40334 -3.55437 -5.64790
H 2.02721 -3.55224 -4.00708
H -0.29760 -1.83626 -4.94068
H 1.35572 -1.26849 -4.87903

Values from the calculation:
HOMO-LUMO gap (eV): 7.225
E_HOMO (hartree): -0.444
Total charge: +2
Spin multiplicity: 2
Energy (eV): -120356.8125


Record 8
A cluster of 12 separate species, C20H64N4O12 in total at a distorted geometry, computed with ωB97M-V with the def2-TZVPD basis set.

Geometry (Å):
C -4.40829 0.89798 -0.85703
C -4.79129 -0.25302 0.13997
O -5.96129 -0.77802 -0.36003
H -4.09229 0.50698 -1.80703
H -3.55129 1.38398 -0.54303
H -5.20529 1.55698 -1.16403
H -4.85729 0.19598 1.12897
H -3.99729 -0.99202 0.00997
H -5.95029 -1.71102 -0.65303
C 3.23971 -1.85502 0.96397
C 3.85371 -2.20602 2.32497
O 3.10671 -3.20102 2.95997
H 2.20771 -1.43402 1.09897
H 3.32271 -2.52602 0.12997
H 3.75971 -1.08002 0.61097
H 3.74271 -1.34602 3.07697
H 4.87371 -2.55402 2.34497
H 3.68771 -3.94302 3.17897
C -1.22529 -0.11602 0.46297
C 0.18771 0.29598 0.47797
O 0.68171 -0.32802 -0.69403
H -1.64229 0.16898 -0.43003
H -1.89629 0.21198 1.36297
H -1.38329 -1.13102 0.53397
H 0.61671 -0.03702 1.41397
H 0.15971 1.38198 0.40997
H 1.42971 0.18598 -0.94603
C -2.60729 1.07698 3.97097
C -1.02829 1.08198 3.99597
O -0.57029 2.28198 4.65997
H -2.94629 0.29698 3.32397
H -2.95229 2.07198 3.57597
H -3.06729 0.95498 4.91597
H -0.63729 1.10898 3.02097
H -0.61829 0.36898 4.67397
H -0.61929 2.96598 3.96497
C 3.09871 1.54598 2.60897
C 3.08171 2.99798 2.11497
O 2.09471 3.27398 1.22897
H 3.77971 1.32198 3.41297
H 3.17271 0.88898 1.70397
H 2.10571 1.26298 2.99597
H 4.06171 3.23698 1.68997
H 3.02971 3.75398 2.92797
H 2.10471 4.26398 0.89097
C 0.84871 -1.76302 -3.72303
C 2.19371 -2.27102 -3.27003
O 2.17571 -3.56802 -2.77803
H 0.92071 -0.74302 -4.06103
H 0.02871 -1.68702 -3.03903
H 0.45471 -2.32702 -4.50903
H 2.47671 -1.66802 -2.43603
H 2.91771 -2.00902 -4.03803
H 3.04971 -3.74702 -2.38103
C -1.41529 1.43898 -4.54703
C -1.31729 1.27898 -3.04703
O -1.29129 2.49698 -2.35603
H -1.29229 0.49998 -5.04203
H -0.54529 2.06998 -4.89703
H -2.28529 1.86998 -4.91403
H -0.38529 0.78498 -2.76103
H -2.17829 0.74198 -2.67503
H -0.69629 2.35598 -1.68203
C -1.52129 3.71098 0.68597
C -0.87529 4.69698 1.66397
O -0.27629 3.96598 2.68197
H -2.21529 3.98898 -0.12203
H -1.84429 2.88698 1.33697
H -0.80029 3.22098 0.06097
H -1.61329 5.28498 2.22997
H -0.20029 5.48598 1.24197
H 0.52771 3.62098 2.26697
C -0.99829 -3.84202 -0.61603
O -2.19429 -3.28002 -0.25703
N 0.07071 -3.08002 -0.63003
N -0.85629 -5.09602 -0.84503
H -0.15529 -2.16602 -0.42003
H 0.81971 -3.28802 -1.36303
H -1.51329 -5.83302 -0.52703
H 0.11071 -5.49002 -1.06303
C 2.69271 1.87198 -2.06803
O 1.58671 2.67398 -2.36203
N 3.13571 1.72798 -0.88903
N 3.33871 1.02798 -2.90803
H 2.65171 2.27998 -0.12903
H 3.91271 1.03598 -0.71503
H 4.21571 0.60198 -2.67303
H 2.92571 0.71198 -3.87303
C 0.34471 -2.21702 3.30797
O 1.38671 -1.29202 3.63697
H 0.51971 -2.62602 2.34897
H -0.69229 -1.85902 3.20597
H 0.36271 -3.09502 3.97797
H 2.20971 -1.71102 3.37097
C -2.88229 -2.05002 -3.02903
O -2.36429 -2.63602 -4.13303
H -3.59129 -2.73802 -2.58603
H -3.44629 -1.12902 -3.24103
H -2.01129 -1.80202 -2.36203
H -1.81129 -3.37002 -3.90303

Values from the calculation:
Structure (SMILES): NC(N)=O.NC(N)=O.CCO.CCO.CCO.CCO.CCO.CCO.CCO.CCO.CO.CO
ΔE to the lowest compared entry with this formula, charge and spin (kJ/mol): 444.7
HOMO-LUMO gap (eV): 8.643
E_HOMO (hartree): -0.333
Total charge: 0
Spin multiplicity: 1
Energy (eV): -52301.8096